1.
{"formula": "C14H26N3RuS4", "method": "ωB97M-V with the def2-TZVPD basis set", "de_lowest_kj_mol": 67.3, "charge": 2, "gap_ha": [0.276, 0.260], "homo_energy_ha": [-0.5107, -0.5092], "multiplicity": 2, "symbols": ["Ru", "C", "C", "S", "C", "C", "S", "C", "C", "S", "H", "H", "H", "H", "H", "H", "H", "H", "H", "H", "H", "H", "N", "C", "C", "C", "N", "H", "H", "H", "H", "H", "H", "H", "H", "H", "H", "S", "C", "C", "C", "C", "C", "N", "H", "H", "H", "H"], "coordinates": [[0.118, -0.121, 0.430], [0.519, 3.149, -0.816], [-0.878, 2.872, -1.341], [-1.222, 1.092, -1.410], [-2.858, 0.938, -0.665], [-2.948, 1.410, 0.768], [-1.699, 0.624, 1.840], [-1.021, 2.048, 2.730], [-0.361, 3.109, 1.873], [0.880, 2.378, 0.777], [0.700, 4.221, -0.736], [1.275, 2.746, -1.492], [-0.953, 3.256, -2.357], [-1.650, 3.362, -0.751], [-3.075, -0.130, -0.736], [-3.581, 1.464, -1.289], [-3.923, 1.135, 1.171], [-2.850, 2.489, 0.863], [-0.307, 1.613, 3.433], [-1.826, 2.479, 3.327], [0.144, 3.830, 2.516], [-1.078, 3.662, 1.271], [1.953, -0.237, -0.674], [2.790, -1.439, -0.400], [3.364, -1.349, 1.005], [2.314, -1.620, 2.066], [1.315, -0.508, 2.133], [1.684, -0.253, -1.653], [2.531, 0.588, -0.530], [3.583, -1.522, -1.144], [2.144, -2.311, -0.499], [3.816, -0.362, 1.162], [4.175, -2.068, 1.114], [2.773, -1.743, 3.047], [1.762, -2.528, 1.837], [1.804, 0.343, 2.403], [0.672, -0.737, 2.888], [-0.812, -2.186, 1.043], [-0.865, -2.625, -0.642], [-1.394, -3.781, -1.212], [-1.353, -3.889, -2.585], [-0.801, -2.855, -3.351], [-0.309, -1.749, -2.705], [-0.331, -1.642, -1.361], [-1.822, -4.553, -0.589], [-1.751, -4.770, -3.071], [-0.764, -2.915, -4.429], [0.116, -0.919, -3.258]]}

---

2.
{"formula": "C14H26N5O8P2RhS", "method": "ωB97M-V with the def2-TZVPD basis set", "de_lowest_kj_mol": 142.1, "charge": 2, "gap_ha": 0.287, "homo_energy_ha": -0.5812, "symbols": ["Rh", "C", "C", "O", "P", "O", "O", "O", "P", "O", "O", "O", "H", "H", "H", "H", "H", "H", "H", "N", "C", "N", "C", "N", "C", "C", "N", "C", "C", "N", "H", "H", "H", "H", "H", "C", "C", "C", "S", "O", "C", "C", "C", "H", "H", "H", "H", "H", "H", "H", "H", "H", "H", "H", "H", "H", "H"], "coordinates": [[-0.213, -0.817, 0.018], [-3.247, 1.290, 3.316], [-2.168, 1.306, 2.241], [-1.511, 2.563, 2.258], [-2.839, 0.988, 0.564], [-4.232, 0.297, 0.774], [-3.208, 2.349, -0.112], [-1.904, 0.174, -0.318], [-0.935, -0.004, 2.499], [-0.419, 0.134, 3.972], [-1.459, -1.349, 2.120], [0.229, 0.425, 1.526], [-4.028, 2.013, 3.085], [-2.790, 1.577, 4.261], [-3.703, 0.304, 3.401], [-0.706, 2.534, 1.726], [-4.908, 0.461, 0.096], [-2.493, 2.815, -0.577], [-0.736, -0.541, 4.592], [2.997, -3.493, 0.121], [2.649, -2.231, -0.075], [1.326, -2.151, -0.011], [0.927, -3.447, 0.221], [1.918, -4.285, 0.311], [-0.501, -3.741, 0.272], [-1.070, -4.883, 0.801], [-2.391, -5.030, 0.839], [-3.135, -4.048, 0.342], [-2.577, -2.888, -0.180], [-1.256, -2.746, -0.212], [3.923, -3.897, 0.131], [3.345, -1.427, -0.252], [-0.452, -5.674, 1.207], [-4.209, -4.183, 0.360], [-3.176, -2.076, -0.562], [2.521, 1.033, -4.868], [2.024, 1.522, -3.507], [1.452, 0.341, -2.722], [0.839, 0.844, -1.133], [-0.102, 1.946, -1.288], [2.302, 1.381, -0.219], [2.463, 2.905, -0.145], [1.523, 3.606, 0.830], [2.886, 1.878, -5.449], [1.721, 0.556, -5.434], [3.342, 0.322, -4.761], [1.248, 2.276, -3.636], [2.851, 1.977, -2.959], [2.197, -0.437, -2.526], [0.601, -0.117, -3.233], [3.137, 0.908, -0.743], [2.206, 0.951, 0.777], [2.371, 3.346, -1.137], [3.492, 3.060, 0.183], [0.503, 3.610, 0.447], [1.823, 4.644, 0.956], [1.551, 3.129, 1.812]]}

---

3.
{"formula": "C14H27AuClGeO7P2Se", "method": "ωB97M-V with the def2-TZVPD basis set", "de_lowest_kj_mol": 42.3, "charge": 1, "gap_ha": [0.249, 0.249], "homo_energy_ha": [-0.4439, -0.4439], "symbols": ["Au", "C", "C", "O", "P", "O", "O", "O", "P", "O", "O", "O", "H", "H", "H", "H", "H", "H", "H", "C", "Ge", "C", "C", "C", "Se", "C", "H", "H", "H", "H", "H", "H", "H", "H", "H", "H", "H", "H", "H", "H", "Cl", "C", "C", "C", "C", "C", "C", "C", "H", "H", "H", "H", "H", "H"], "coordinates": [[0.115, 0.620, -0.013], [3.062, 2.334, 1.371], [3.605, 0.960, 1.030], [5.008, 0.954, 1.261], [2.808, -0.351, 2.038], [3.258, -0.080, 3.535], [3.553, -1.685, 1.648], [1.324, -0.392, 1.886], [3.360, 0.446, -0.729], [4.008, 1.617, -1.585], [4.101, -0.849, -0.827], [1.889, 0.428, -1.127], [3.349, 2.595, 2.391], [1.979, 2.352, 1.294], [3.481, 3.075, 0.690], [5.375, 0.115, 0.950], [3.588, -0.859, 4.000], [3.814, -1.666, 0.683], [4.971, 1.582, -1.631], [-4.416, -2.326, -0.191], [-3.497, -2.715, -1.862], [-4.557, -2.377, -3.451], [-2.667, -4.475, -1.843], [-2.018, -1.375, -1.934], [-0.703, -1.709, -0.538], [0.776, -2.291, -1.650], [-5.125, -3.118, 0.048], [-4.964, -1.386, -0.257], [-3.697, -2.262, 0.628], [-5.422, -3.039, -3.483], [-3.959, -2.553, -4.345], [-4.914, -1.347, -3.462], [-3.418, -5.234, -1.626], [-1.899, -4.532, -1.070], [-2.219, -4.704, -2.810], [-2.440, -0.387, -1.766], [-1.501, -1.381, -2.892], [0.392, -3.049, -2.330], [1.534, -2.712, -0.994], [1.181, -1.439, -2.184], [0.954, 6.172, 2.192], [0.180, 4.684, 1.858], [0.297, 3.636, 2.774], [-0.305, 2.433, 2.502], [-1.048, 2.255, 1.308], [-1.620, 0.971, 0.988], [-1.154, 3.341, 0.403], [-0.546, 4.546, 0.678], [0.866, 3.777, 3.682], [-0.218, 1.608, 3.197], [-2.444, 0.947, 0.279], [-1.720, 0.252, 1.796], [-1.726, 3.214, -0.509], [-0.629, 5.380, -0.004]]}

---

4.
{"formula": "C14H27B3O5", "method": "ωB97M-V with the def2-TZVPD basis set", "charge": 0, "gap_ha": 0.370, "homo_energy_ha": -0.3457, "symbols": ["B", "O", "B", "O", "B", "C", "C", "C", "C", "C", "C", "O", "H", "H", "H", "H", "H", "H", "H", "C", "C", "O", "C", "C", "H", "H", "H", "H", "H", "H", "H", "H", "H", "H", "C", "C", "O", "C", "C", "H", "H", "H", "H", "H", "H", "H", "H", "H", "H"], "coordinates": [[-5.650, 2.030, -1.598], [-6.374, 0.903, -1.952], [-5.838, -0.317, -1.592], [-4.841, -0.419, -0.639], [-4.091, 0.756, -0.605], [-2.554, 0.811, -0.806], [-1.843, 1.908, -0.312], [-0.474, 1.972, -0.536], [0.142, 0.952, -1.241], [-0.545, -0.150, -1.730], [-1.918, -0.219, -1.504], [-4.824, 1.946, -0.492], [-5.656, 3.034, -2.230], [-6.225, -1.315, -2.109], [-2.360, 2.689, 0.218], [0.069, 2.831, -0.173], [1.201, 1.024, -1.442], [-0.063, -0.935, -2.287], [-2.538, -1.030, -1.848], [3.926, 5.468, 1.747], [2.867, 4.399, 1.956], [2.783, 3.461, 0.899], [3.948, 2.694, 0.657], [4.367, 1.825, 1.831], [3.801, 5.944, 0.774], [3.850, 6.229, 2.524], [4.936, 5.055, 1.788], [1.884, 4.867, 2.004], [3.020, 3.886, 2.913], [4.775, 3.340, 0.340], [3.702, 2.058, -0.194], [4.712, 2.422, 2.676], [5.183, 1.165, 1.536], [3.528, 1.217, 2.172], [0.900, -5.782, -1.119], [1.095, -4.602, -0.182], [0.166, -3.554, -0.380], [-1.195, -3.882, -0.180], [-1.516, -4.346, 1.230], [0.865, -5.445, -2.156], [1.722, -6.490, -1.008], [-0.028, -6.317, -0.911], [2.074, -4.156, -0.359], [1.085, -4.934, 0.863], [-1.522, -4.629, -0.914], [-1.747, -2.968, -0.397], [-1.059, -5.312, 1.454], [-2.594, -4.453, 1.355], [-1.145, -3.626, 1.961]]}